Record 1
# C5H13NO2

A cluster of 3 separate species, C5H13NO2 in total (ωB97M-V/def2-TZVPD, the OMol25 dataset).

## Properties
Energy relative to the best compared isomer or geometry (same formula, charge and spin) (kcal per mole): 52.0
Structure (SMILES): C=CC(=C)NC.O.O
HOMO-LUMO gap (eV): 9.092
Maximum force (hartree/bohr): 0.0201

Structure (ORCA input):
```
! RIJCOSX wB97M-V def2-TZVPD def2/J DEFGRID3
* xyz 0 1
C 0.146 0.232 -2.204
C 1.130 0.173 -1.298
C 1.028 -0.423 0.049
C 2.156 -0.697 0.717
N -0.241 -0.699 0.530
C -0.510 -1.969 1.175
H -0.827 -0.210 -2.016
H 0.395 0.732 -3.122
H 2.134 0.405 -1.634
H 2.193 -1.201 1.673
H 3.083 -0.368 0.292
H -0.998 -0.453 -0.087
H -0.467 -1.864 2.258
H -1.528 -2.275 0.917
H 0.189 -2.759 0.876
O -2.746 1.172 0.209
H -3.245 0.732 0.905
H -1.938 1.458 0.657
O -0.261 2.715 0.323
H 0.250 3.400 -0.131
H 0.057 1.900 -0.089
*
```

Results of the Mulliken charge analysis, in e, for atoms 1 through 6: -0.760, -0.473, 0.987, -1.203, -0.096, -1.114

---

Record 2
# C21H28BrClN2O6S2

A cluster of 3 separate species, C21H28BrClN2O6S2 in total (ωB97M-V/def2-TZVPD, the OMol25 dataset).

## Properties
Structure (SMILES): [H]/N=C\Cc1cc2c(c(Br)c1C[C@@H](C)Cl)C(=O)NC2=O.O=S1(=O)CCCC1.O=S1(=O)CCCC1
HOMO-LUMO gap (eV): 7.518
Maximum force (hartree/bohr): 0.1741

Structure (ORCA input):
```
! RIJCOSX wB97M-V def2-TZVPD def2/J DEFGRID3
* xyz 0 1
H 4.860 -0.845 0.471
N 5.838 -0.785 0.849
C 5.891 -1.439 2.086
C 4.548 -2.169 2.765
C 3.370 -0.998 2.855
C 3.921 0.509 3.315
C 2.803 1.704 3.410
C 1.227 1.440 3.046
C 0.666 -0.033 2.595
Br -1.280 -0.261 2.160
C 1.761 -1.295 2.516
C 1.257 -2.837 2.108
C 0.231 -3.338 3.329
C 0.309 -4.969 3.597
Cl 0.650 -2.533 4.976
C 0.482 2.887 3.274
O -0.849 3.131 3.355
N 1.589 3.948 3.439
C 2.895 3.282 3.844
O 3.998 3.760 4.427
H 6.931 -1.493 2.661
H 4.235 -3.003 1.976
H 4.790 -2.634 3.827
H 5.032 0.750 3.592
H 2.146 -3.609 2.123
H 0.753 -2.889 1.053
H -0.879 -3.100 2.975
H -0.490 -5.185 4.456
H 0.107 -5.619 2.644
H 1.361 -5.192 4.100
H 1.234 4.586 4.206
O -1.205 1.381 -2.515
S -0.342 1.951 -1.501
O 0.674 1.173 -0.821
C 0.410 3.425 -2.162
C -0.577 4.533 -1.826
C -1.029 4.264 -0.391
C -1.361 2.776 -0.287
H 0.578 3.310 -3.234
H 1.362 3.575 -1.645
H -0.121 5.522 -1.929
H -1.440 4.485 -2.501
H -0.215 4.510 0.300
H -1.891 4.880 -0.116
H -1.132 2.382 0.707
H -2.408 2.581 -0.534
O -6.434 -1.232 -4.383
S -5.227 -2.003 -4.174
O -5.194 -3.177 -3.324
C -4.546 -2.428 -5.765
C -3.638 -1.257 -6.109
C -2.890 -0.920 -4.820
C -3.917 -0.890 -3.689
H -5.350 -2.575 -6.488
H -3.971 -3.351 -5.647
H -2.951 -1.507 -6.923
H -4.238 -0.396 -6.425
H -2.142 -1.696 -4.619
H -2.360 0.035 -4.898
H -3.484 -1.227 -2.744
H -4.348 0.108 -3.567
*
```

Results of the Mulliken charge analysis, in e, for atoms 1 through 6: 0.296, -0.532, -0.254, -0.295, 0.422, -0.478

---

Record 3
# C4H12O3

A cluster of 2 separate species, C4H12O3 in total (ωB97M-V/def2-TZVPD, the OMol25 dataset).

## Properties
Energy relative to the best compared isomer or geometry (same formula, charge and spin) (kcal per mole): 33.1
Structure (SMILES): C[C@@H](O)CCO.O
HOMO-LUMO gap (eV): 9.947
Maximum force (hartree/bohr): 0.0588

Structure (ORCA input):
```
! RIJCOSX wB97M-V def2-TZVPD def2/J DEFGRID3
* xyz 0 1
C -1.028 -0.613 -2.364
C -0.827 0.413 -1.221
O -1.640 -0.054 -0.101
C 0.689 0.411 -0.630
C 0.611 1.038 0.757
O 1.801 1.734 1.095
H -2.061 -0.653 -2.614
H -0.304 -0.631 -3.228
H -0.847 -1.651 -2.050
H -1.252 1.405 -1.418
H -1.437 -1.011 0.071
H 1.236 1.229 -1.187
H 1.085 -0.638 -0.708
H 0.234 0.344 1.642
H -0.171 1.813 0.688
H 2.481 1.273 1.575
O 0.270 -2.190 1.890
H 0.624 -1.809 2.705
H 0.290 -3.081 2.192
*
```

Results of the Mulliken charge analysis, in e, for atoms 1 through 6: -1.410, 0.104, -0.563, -0.275, -0.275, -0.542

---

Record 4
# C5H7NO

A structure of composition C5H7NO (ωB97M-V/def2-TZVPD, the OMol25 dataset).

## Properties
Energy relative to the best compared isomer or geometry (same formula, charge and spin) (kcal per mole): 95.5
HOMO-LUMO gap (eV): 10.420
Maximum force (hartree/bohr): 0.1140

Structure (ORCA input):
```
! RIJCOSX wB97M-V def2-TZVPD def2/J DEFGRID3
* xyz 0 1
C -1.743 0.354 0.106
C -0.847 -0.764 0.153
C 0.947 -0.148 -0.260
C 2.002 0.174 0.647
O 2.075 -0.948 -0.226
C 0.654 0.530 -1.400
N 0.335 1.120 -2.327
H -1.593 1.143 0.830
H -2.705 -0.364 0.631
H -2.015 0.726 -0.867
H -0.615 -1.153 1.135
H -1.028 -1.558 -0.556
H 2.718 0.963 0.444
H 1.816 -0.073 1.689
*
```

Results of the Mulliken charge analysis, in e, for atoms 1 through 6: -0.835, -0.513, 0.724, -0.511, -0.469, -0.029

---

Record 5
# C5H13N2O

A cluster of 2 separate species, C5H13N2O in total (ωB97M-V/def2-TZVPD, the OMol25 dataset).

## Properties
Energy relative to the best compared isomer or geometry (same formula, charge and spin) (kcal per mole): 61.6
HOMO-LUMO gap (spin up / spin down) (eV): 9.475 / 8.901
Maximum force (hartree/bohr): 0.0416

Structure (ORCA input):
```
! RIJCOSX wB97M-V def2-TZVPD def2/J DEFGRID3
* xyz 0 2
C -1.356 0.420 1.507
O -1.784 0.346 2.881
C -1.004 -1.001 1.070
C -0.513 -0.990 -0.382
C 0.913 -0.386 -0.539
C 0.956 0.903 -0.833
N 3.552 1.750 -2.844
N -2.215 -1.771 1.180
H -0.501 1.094 1.504
H -2.126 0.795 0.837
H -2.556 0.907 3.007
H -0.182 -1.304 1.732
H -1.105 -0.305 -0.990
H -0.546 -1.973 -0.846
H 1.735 -0.997 -0.173
H 1.603 1.353 -1.578
H 3.614 1.716 -1.839
H 2.867 1.160 -3.287
H 3.481 2.684 -3.198
H -2.201 -2.652 0.700
H -2.632 -1.746 2.091
*
```

Results of the Mulliken charge analysis, in e, for atoms 1 through 6: -0.784, -0.534, 0.507, -0.628, -0.088, -0.786

---

Record 6
# CH4O

An isolated molecule of CH4O (ωB97M-V/def2-TZVPD, the OMol25 dataset).

## Properties
Energy relative to the best compared isomer or geometry (same formula, charge and spin) (kcal per mole): 0.6
Structure (SMILES): CO
HOMO-LUMO gap (eV): 11.509
Maximum force (hartree/bohr): 0.0161

Structure (ORCA input):
```
! RIJCOSX wB97M-V def2-TZVPD def2/J DEFGRID3
* xyz 0 1
C -0.173 0.168 -0.288
O 0.249 -0.082 1.051
H -0.691 -0.708 -0.659
H -0.844 1.019 -0.196
H 0.637 0.470 -0.953
H 0.822 -0.868 1.046
*
```

The molecule's Mulliken atomic charges, reported in e, are given here: -0.456, -0.502, 0.238, 0.192, 0.234, 0.294

---

Record 7
# C3H4N4O

An isolated molecule of C3H4N4O (ωB97M-V/def2-TZVPD, the OMol25 dataset).

## Properties
Energy relative to the best compared isomer or geometry (same formula, charge and spin) (kcal per mole): 102.3
Structure (SMILES): N/N=c1/nncco1
HOMO-LUMO gap (eV): 8.088
Maximum force (hartree/bohr): 0.0681

Structure (ORCA input):
```
! RIJCOSX wB97M-V def2-TZVPD def2/J DEFGRID3
* xyz 0 1
N 2.603 0.378 0.218
N 1.696 -0.695 0.061
C 0.522 -0.305 -0.273
N -0.467 -1.336 -0.335
N -1.618 -1.053 0.162
C -2.026 0.271 0.424
C -1.272 1.254 -0.096
O 0.024 0.977 -0.381
H 3.230 -0.020 0.875
H 2.296 1.303 0.389
H -2.990 0.171 0.852
H -1.571 2.359 -0.143
*
```

Results of the Mulliken charge analysis, in e, for atoms 1 through 6: -0.393, -0.304, 0.600, -0.267, -0.217, -0.296